No. 1
Entry from OMol25: a structure of composition C8H20LiNO14P3 (the ωB97M-V functional and the def2-TZVPD basis).

lowest unoccupied orbital energy = -0.32 eV
electronic energy = -2456.55287 Eh
molar mass = 454.104 g mol⁻¹
frontier orbital gap = 0.04425 Eh

Structure (ORCA input):
```
! wB97M-V def2-TZVPD RIJCOSX def2/J DEFGRID3
* xyz -1 1
O -0.096 -1.034 2.387
C -0.424 -0.528 1.388
O 0.473 0.223 0.713
C -1.794 -0.670 0.733
C -2.938 -0.879 1.750
C -3.814 0.349 2.026
N -4.382 1.019 0.813
P -4.970 2.682 1.395
O -5.786 2.483 2.569
O -3.705 3.645 1.848
O -5.715 3.421 0.199
P -5.832 0.069 0.005
O -5.747 0.449 -1.400
O -7.320 0.517 0.604
O -5.750 -1.612 0.063
H 0.072 0.544 -0.107
H -1.934 0.166 0.039
H -1.740 -1.576 0.117
H -2.453 -1.126 2.703
H -3.494 -1.768 1.459
H -3.269 1.033 2.677
H -4.675 0.017 2.618
H -3.699 1.237 0.058
H -2.890 3.119 1.875
H -6.605 3.041 0.076
H -7.910 0.647 -0.170
H -6.564 -2.003 0.423
O 2.785 -0.442 -2.183
C 3.642 -0.182 -1.400
O 4.293 1.025 -1.503
C 5.171 1.540 -0.527
C 6.589 1.024 -0.690
C 4.090 -1.170 -0.360
H 4.790 1.360 0.479
H 5.167 2.621 -0.675
H 6.637 -0.065 -0.554
H 7.254 1.495 0.038
H 6.956 1.245 -1.701
H 4.823 -1.847 -0.813
H 3.226 -1.745 -0.043
H 4.507 -0.709 0.539
O 4.290 -2.805 -4.312
P 4.954 -3.468 -3.099
O 3.892 -3.617 -2.002
O 6.136 -2.630 -2.591
O 5.426 -4.860 -3.534
Li 8.341 -0.278 -1.991
*
```

No. 2
Entry from OMol25: a cluster of 2 separate species, C5H12N2O in total (the ωB97M-V functional and the def2-TZVPD basis).

lowest unoccupied orbital energy = -1.15 eV
electronic energy = -382.30653 Eh
molar mass = 116.164 g mol⁻¹
frontier orbital gap = 0.26414 Eh

Structure (ORCA input):
```
! wB97M-V def2-TZVPD RIJCOSX def2/J DEFGRID3
* xyz 0 1
N 2.925 1.221 0.153
C 1.748 0.666 -0.209
C 1.419 -0.642 0.423
N 0.076 -1.068 0.471
C -0.771 -0.612 -0.632
C -1.619 0.607 -0.287
C -2.706 0.301 0.762
O 2.259 -1.148 1.164
H 3.230 0.795 1.030
H 3.679 1.041 -0.501
H 1.525 0.951 -1.229
H 1.951 -1.308 -1.169
H 0.046 -2.077 0.489
H -0.135 -0.253 -1.449
H -1.428 -1.358 -1.072
H -2.148 1.011 -1.152
H -1.025 1.430 0.125
H -3.672 0.755 0.542
H -2.436 0.465 1.804
H -2.918 -0.777 0.738
*
```

No. 3
Entry from OMol25: an isolated molecule of C5H7N (the ωB97M-V functional and the def2-TZVPD basis).

lowest unoccupied orbital energy = 1.06 eV
electronic energy = -249.47182 Eh
molar mass = 81.118 g mol⁻¹
frontier orbital gap = 0.33127 Eh
structure (SMILES) = Cc1ccc[nH]1

Structure (ORCA input):
```
! wB97M-V def2-TZVPD RIJCOSX def2/J DEFGRID3
* xyz 0 1
C -0.407 0.026 -1.894
C -0.171 -0.006 -0.418
C -0.965 -0.439 0.620
C -0.217 -0.303 1.823
C 1.001 0.221 1.487
N 1.023 0.393 0.136
H 0.269 0.753 -2.354
H -0.234 -0.946 -2.374
H -1.434 0.328 -2.121
H -1.991 -0.779 0.538
H -0.523 -0.559 2.828
H 1.864 0.470 2.083
H 1.785 0.839 -0.353
*
```

No. 4
Entry from OMol25: a cluster of 10 separate species, C25H53B2BrCl18O2 in total (the ωB97M-V functional and the def2-TZVPD basis).

lowest unoccupied orbital energy = 0.11 eV
electronic energy = -12042.18457 Eh
molar mass = 1125.379 g mol⁻¹
frontier orbital gap = 0.35027 Eh
structure (SMILES) = CCCCCCCB(Br)B(O)O.ClCCCl.ClCCCl.ClCCCl.ClCCCl.ClCCCl.ClCCCl.ClCCCl.ClCCCl.ClCCCl

Structure (ORCA input):
```
! wB97M-V def2-TZVPD RIJCOSX def2/J DEFGRID3
* xyz 0 1
C -2.147 1.672 -6.260
C -0.764 2.312 -6.028
C 0.396 1.354 -6.324
C 0.798 0.385 -5.183
C -0.151 0.277 -3.982
C 0.010 -1.062 -3.256
C -0.709 -1.063 -1.889
B 0.129 -0.529 -0.695
Br 1.859 -1.312 -0.368
B -0.356 0.728 0.349
O -0.578 1.971 -0.200
O -0.568 0.597 1.702
H -2.577 1.973 -7.215
H -2.851 1.910 -5.459
H -2.050 0.583 -6.257
H -0.659 3.165 -6.702
H -0.687 2.697 -5.009
H 1.272 1.956 -6.586
H 0.153 0.779 -7.222
H 0.908 -0.625 -5.596
H 1.788 0.665 -4.814
H -1.190 0.376 -4.302
H 0.065 1.080 -3.268
H -0.406 -1.857 -3.886
H 1.073 -1.293 -3.140
H -1.626 -0.468 -1.975
H -1.003 -2.095 -1.645
H -0.150 2.681 0.275
H -0.503 -0.308 1.998
Cl -4.364 -0.125 0.470
C -3.890 1.542 0.912
C -4.705 2.074 2.060
Cl -6.415 2.337 1.620
H -4.003 2.158 0.024
H -2.840 1.510 1.193
H -4.302 3.037 2.368
H -4.687 1.392 2.905
Cl 2.474 3.506 0.977
C 3.862 2.745 0.135
C 3.790 2.933 -1.359
Cl 2.471 1.992 -2.102
H 3.873 1.693 0.408
H 4.751 3.230 0.532
H 4.717 2.582 -1.807
H 3.641 3.978 -1.618
Cl 0.867 5.614 -5.503
C 1.034 6.841 -6.785
C -0.152 6.856 -7.714
Cl -0.245 5.378 -8.707
H 1.953 6.630 -7.325
H 1.121 7.808 -6.294
H -0.063 7.696 -8.401
H -1.084 6.941 -7.162
Cl -3.151 -1.944 -6.043
C -4.357 -2.585 -4.898
C -3.798 -2.717 -3.506
Cl -2.534 -3.968 -3.394
H -4.700 -3.541 -5.284
H -5.190 -1.884 -4.883
H -4.594 -3.001 -2.820
H -3.357 -1.781 -3.170
Cl 1.928 -6.222 -1.719
C 1.836 -5.397 -0.139
C 0.518 -5.620 0.551
Cl -0.832 -4.816 -0.290
H 2.016 -4.339 -0.307
H 2.635 -5.804 0.481
H 0.563 -5.197 1.553
H 0.273 -6.677 0.623
Cl 5.525 4.012 3.253
C 4.007 4.520 4.051
C 4.256 5.071 5.430
Cl 4.796 3.823 6.581
H 3.343 3.661 4.074
H 3.567 5.293 3.424
H 3.326 5.476 5.827
H 5.012 5.851 5.416
Cl 0.535 2.833 10.923
C 1.087 1.764 9.604
C 2.078 2.443 8.696
Cl 1.329 3.756 7.752
H 0.207 1.441 9.054
H 1.557 0.900 10.068
H 2.474 1.723 7.983
H 2.900 2.876 9.259
Cl -2.045 -9.037 1.173
C -2.507 -8.961 2.893
C -2.677 -7.539 3.362
Cl -1.124 -6.662 3.370
H -1.735 -9.473 3.462
H -3.448 -9.497 3.000
H -3.061 -7.528 4.381
H -3.357 -6.991 2.716
Cl 1.503 -4.875 4.650
C 1.142 -4.671 6.381
C 1.020 -3.218 6.759
Cl 2.584 -2.367 6.643
H 1.933 -5.161 6.941
H 0.198 -5.178 6.572
H 0.684 -3.139 7.792
H 0.316 -2.701 6.112
*
```

No. 5
Entry from OMol25: a structure of composition C41H43AsCl3N2O4RhS4Si (the ωB97M-V functional and the def2-TZVPD basis).

lowest unoccupied orbital energy (alpha / beta) = 0.01 / -0.66 eV
electronic energy = -7607.79022 Eh
molar mass = 1068.346 g mol⁻¹
frontier orbital gap (alpha / beta) = 0.26841 / 0.27552 Eh
<S²> = 6.020

Structure (ORCA input):
```
! wB97M-V def2-TZVPD RIJCOSX def2/J DEFGRID3
* xyz 0 5
Rh 0.001 1.522 -0.074
S -4.141 3.921 0.585
C -3.453 2.746 -0.147
S 0.069 3.335 1.066
S -2.761 1.575 -0.887
Cl 1.290 -1.522 6.725
C 0.830 -2.447 5.333
C -0.411 -2.250 4.758
C -0.749 -2.981 3.630
C 0.121 -3.898 3.051
C -0.230 -4.687 1.805
C -1.314 -4.057 0.917
N -0.823 -2.857 0.263
C 0.055 -2.815 -0.803
C 0.330 -1.500 -1.017
N -0.352 -0.744 -0.093
C -1.030 -1.583 0.651
O -0.511 -6.053 2.072
C -1.390 -6.359 3.146
C -2.801 -5.885 2.936
C -3.600 -6.272 1.901
Cl -3.202 -7.391 0.667
S -5.120 -5.483 1.898
C -4.724 -4.635 3.330
C -3.474 -4.942 3.768
C 1.358 -4.073 3.671
Cl 2.522 -5.181 3.015
C 1.720 -3.366 4.804
H -1.098 -1.529 5.178
H -1.724 -2.820 3.193
H 0.669 -4.731 1.185
H -2.225 -3.805 1.457
H -1.577 -4.792 0.157
H 0.372 -3.709 -1.311
H 0.946 -1.027 -1.763
H -1.659 -1.303 1.478
H -1.009 -5.950 4.086
H -1.358 -7.446 3.214
H -5.441 -3.964 3.775
H -3.032 -4.522 4.661
H 2.689 -3.520 5.257
C -0.433 1.775 4.778
C -1.058 1.172 3.551
C -2.404 1.696 3.144
O -0.478 0.329 2.893
H -1.107 1.684 5.632
H -0.278 2.843 4.600
H 0.517 1.294 5.003
H -2.996 2.022 3.999
H -2.947 0.959 2.553
H -2.218 2.565 2.506
O 0.102 1.456 -2.136
Si 0.283 2.423 -3.403
C 0.217 1.375 -4.965
C -0.540 0.201 -4.976
C -0.640 -0.583 -6.117
C 0.023 -0.205 -7.277
C 0.787 0.953 -7.287
C 0.882 1.731 -6.140
C 1.909 3.357 -3.348
C 2.981 2.840 -2.616
C 4.204 3.498 -2.588
C 4.377 4.683 -3.289
C 3.319 5.217 -4.013
C 2.097 4.559 -4.036
C -1.085 3.713 -3.549
C -1.895 3.861 -4.674
C -2.905 4.817 -4.716
C -3.119 5.648 -3.628
C -2.320 5.522 -2.497
C -1.317 4.565 -2.461
H -1.052 -0.101 -4.068
H -1.234 -1.489 -6.105
H -0.051 -0.815 -8.169
H 1.312 1.248 -8.188
H 1.492 2.629 -6.159
H 2.840 1.928 -2.046
H 5.028 3.089 -2.015
H 5.331 5.195 -3.266
H 3.445 6.148 -4.552
H 1.270 4.995 -4.587
H -1.740 3.214 -5.531
H -3.523 4.912 -5.601
H -3.903 6.394 -3.659
H -2.480 6.172 -1.645
H -0.703 4.476 -1.570
C 4.864 0.158 0.896
As 3.003 0.374 1.313
C 2.382 -1.292 2.029
C 2.876 1.667 2.720
O 2.191 0.806 -0.066
H 5.430 -0.128 1.782
H 5.235 1.104 0.506
H 4.956 -0.608 0.129
H 3.016 -1.599 2.860
H 2.411 -2.039 1.235
H 1.359 -1.146 2.371
H 3.332 1.276 3.629
H 1.821 1.875 2.875
H 3.372 2.582 2.401
*
```

No. 6
Entry from OMol25: a cluster of 7 separate species, C28H70O14 in total (the ωB97M-V functional and the def2-TZVPD basis).

lowest unoccupied orbital energy = 0.49 eV
electronic energy = -2161.85486 Eh
molar mass = 630.854 g mol⁻¹
frontier orbital gap = 0.34491 Eh
structure (SMILES) = COCCOC.COCCOC.COCCOC.COCCOC.COCCOC.COCCOC.COCCOC

Structure (ORCA input):
```
! wB97M-V def2-TZVPD RIJCOSX def2/J DEFGRID3
* xyz 0 1
C 4.141 -3.028 -4.099
O 3.135 -2.280 -4.698
C 2.227 -1.716 -3.819
C 2.811 -0.747 -2.804
O 3.750 0.133 -3.369
C 3.169 1.262 -3.989
H 4.853 -3.336 -4.861
H 3.779 -3.932 -3.586
H 4.702 -2.498 -3.318
H 1.628 -2.465 -3.269
H 1.453 -1.200 -4.397
H 3.268 -1.319 -1.987
H 2.043 -0.191 -2.254
H 2.229 1.540 -3.496
H 2.968 1.074 -5.048
H 3.847 2.109 -3.886
C 7.506 -2.451 0.093
O 6.236 -2.997 0.351
C 5.190 -2.071 0.103
C 3.877 -2.748 0.345
O 3.673 -3.751 -0.621
C 2.362 -4.264 -0.582
H 7.677 -1.594 0.756
H 7.635 -2.169 -0.957
H 8.226 -3.240 0.308
H 5.292 -1.650 -0.903
H 5.305 -1.238 0.817
H 3.131 -1.937 0.310
H 3.826 -3.235 1.326
H 2.046 -4.580 0.418
H 2.345 -5.119 -1.258
H 1.653 -3.524 -0.976
C -3.577 2.394 0.624
O -4.577 3.345 0.335
C -5.818 3.112 0.950
C -5.771 3.190 2.466
O -7.044 2.952 3.000
C -7.055 3.027 4.409
H -2.709 2.684 0.034
H -3.900 1.415 0.244
H -3.306 2.287 1.672
H -6.226 2.126 0.677
H -6.513 3.859 0.566
H -5.330 4.143 2.805
H -5.052 2.452 2.859
H -7.925 2.475 4.761
H -7.127 4.069 4.735
H -6.167 2.567 4.857
C 1.279 -0.507 2.154
O 0.821 -0.642 0.821
C -0.578 -0.473 0.712
C -0.991 -0.764 -0.714
O -0.302 -0.049 -1.731
C -0.682 1.292 -1.839
H 2.292 -0.119 2.064
H 1.167 -1.478 2.644
H 0.705 0.251 2.702
H -0.854 0.537 1.044
H -1.093 -1.232 1.317
H -2.068 -0.712 -0.887
H -0.677 -1.794 -0.921
H -0.267 1.918 -1.037
H -1.778 1.405 -1.799
H -0.374 1.699 -2.803
C -4.446 -1.675 -1.579
O -4.178 -1.797 -0.195
C -5.173 -1.282 0.629
C -4.730 -1.406 2.049
O -3.608 -0.579 2.303
C -3.309 -0.521 3.683
H -3.641 -2.145 -2.134
H -4.495 -0.613 -1.856
H -5.406 -2.147 -1.815
H -6.142 -1.793 0.508
H -5.392 -0.224 0.409
H -4.436 -2.454 2.235
H -5.544 -1.233 2.766
H -4.151 -0.103 4.243
H -2.468 0.171 3.770
H -2.980 -1.489 4.073
C 2.434 -0.616 6.002
O 3.183 0.579 6.204
C 3.770 0.673 7.473
C 4.870 -0.326 7.722
O 4.364 -1.545 8.246
C 5.080 -2.669 7.830
H 3.112 -1.469 6.066
H 2.008 -0.553 5.006
H 1.655 -0.685 6.768
H 3.027 0.636 8.280
H 4.238 1.661 7.515
H 5.647 0.058 8.402
H 5.432 -0.501 6.794
H 4.545 -3.600 8.017
H 6.043 -2.748 8.358
H 5.309 -2.675 6.754
C 0.057 3.704 -5.961
O -0.602 2.627 -5.337
C -1.976 2.572 -5.644
C -2.357 2.391 -7.099
O -2.296 3.636 -7.770
C -3.045 3.685 -8.961
H 1.042 3.841 -5.499
H -0.435 4.652 -5.709
H 0.213 3.538 -7.024
H -2.469 3.506 -5.326
H -2.392 1.784 -5.016
H -3.387 2.014 -7.089
H -1.694 1.669 -7.591
H -3.480 4.684 -9.049
H -3.866 2.964 -8.977
H -2.418 3.543 -9.848
*
```